1.
A single C5H4N2 molecule at a distorted geometry. Source: the OMol25 dataset; level of theory: wB97M-V/def2-TZVPD.

## Properties
E_tot, hartree: -302.28683
Energy above the lowest of the compared OMol25 structures with the same formula, charge and spin, eV: 3.8498
Maximum force, eV Å⁻¹: 1.03
HOMO (spin up / spin down), eV: -7.72 / -7.90

```
! wB97M-V def2-TZVPD RIJCOSX def2/J DEFGRID3
* xyz 0 1
C 1.498 0.993 2.310
C 1.144 0.343 1.355
C 0.731 -0.215 0.128
N -0.418 -0.864 -0.025
C -1.164 -0.798 -1.153
C -1.088 0.389 -1.907
N -1.052 1.424 -2.440
H 1.782 1.611 3.133
H 1.232 0.065 -0.790
H -0.801 -1.366 0.775
H -1.865 -1.583 -1.385
*
```

2.
12 unconnected molecules or ions with the total composition C36H80N8O28 at a distorted geometry. Source: the OMol25 dataset; level of theory: wB97M-V/def2-TZVPD.

## Properties
E_tot, hartree: -3964.41662
Maximum force, eV Å⁻¹: 8.09
Expectation value of S²: 0.750
HOMO (spin up / spin down), eV: 0.26 / -6.85

```
! wB97M-V def2-TZVPD RIJCOSX def2/J DEFGRID3
* xyz -1 2
C -0.393 -11.845 9.444
C 0.051 -11.363 10.902
O 1.166 -12.192 11.170
C 2.396 -11.830 10.683
O 2.648 -10.974 9.960
O 3.380 -12.500 11.350
C 3.152 -13.737 11.893
H -1.200 -11.197 9.104
H -0.842 -12.838 9.423
H 0.481 -11.779 8.796
H -0.630 -11.374 11.752
H 0.257 -10.304 10.741
H 2.444 -14.329 11.313
H 2.695 -13.513 12.857
H 4.033 -14.319 12.165
C 0.839 -11.654 16.610
C -0.635 -11.527 16.307
O -1.420 -11.260 17.434
C -1.391 -9.983 17.983
O -0.952 -8.946 17.396
O -1.808 -10.067 19.245
C -1.673 -8.915 20.068
H 1.517 -11.375 15.802
H 1.174 -12.659 16.867
H 1.096 -11.000 17.443
H -0.916 -12.399 15.715
H -0.621 -10.644 15.669
H -0.774 -8.311 19.946
H -1.410 -9.356 21.029
H -2.561 -8.290 20.166
C 0.795 -6.326 10.556
C -0.619 -6.640 10.094
O -1.288 -5.379 9.922
C -2.568 -5.363 9.359
O -3.131 -6.358 8.948
O -2.989 -4.077 9.393
C -4.147 -3.660 8.643
H 1.412 -5.870 9.782
H 1.172 -7.347 10.622
H 0.981 -5.835 11.511
H -1.077 -7.348 10.786
H -0.563 -7.207 9.165
H -4.094 -3.659 7.554
H -4.507 -2.660 8.884
H -4.989 -4.248 9.006
C -3.138 -9.864 4.906
C -3.102 -10.587 6.272
O -4.368 -10.790 6.839
C -4.540 -11.365 8.104
O -3.612 -11.470 8.915
O -5.788 -11.522 8.402
C -6.100 -11.939 9.712
H -2.109 -9.855 4.546
H -3.483 -8.832 4.969
H -3.690 -10.383 4.123
H -2.461 -9.996 6.926
H -2.685 -11.586 6.142
H -5.558 -12.869 9.885
H -7.150 -12.199 9.848
H -5.712 -11.276 10.485
C -4.912 -9.507 16.344
C -5.860 -10.304 15.382
O -7.292 -10.055 15.240
C -8.209 -10.886 15.806
O -7.970 -11.791 16.636
O -9.476 -10.366 15.505
C -10.675 -11.060 15.877
H -4.765 -9.902 17.349
H -5.277 -8.487 16.465
H -3.909 -9.587 15.923
H -5.837 -11.365 15.628
H -5.436 -10.167 14.387
H -10.889 -10.974 16.943
H -10.525 -12.131 15.740
H -11.541 -10.841 15.253
C 0.098 -8.726 13.363
C 1.348 -9.512 13.788
O 2.486 -9.239 13.027
C 3.721 -9.819 13.255
O 3.900 -10.580 14.257
O 4.640 -9.322 12.418
C 6.009 -9.793 12.402
H -0.785 -8.894 13.978
H 0.007 -8.907 12.292
H 0.212 -7.676 13.635
H 1.133 -10.581 13.781
H 1.629 -9.373 14.832
H 6.630 -9.006 11.974
H 6.026 -10.591 11.659
H 6.462 -9.979 13.376
C -0.492 -14.398 13.168
C -1.701 -14.593 12.281
O -1.505 -15.640 11.328
C -2.498 -16.136 10.501
O -3.669 -15.882 10.496
O -1.884 -17.103 9.706
C -2.538 -17.760 8.686
H -0.272 -15.270 13.784
H -0.656 -13.635 13.929
H 0.217 -13.983 12.452
H -2.042 -13.643 11.870
H -2.609 -14.886 12.808
H -3.531 -18.018 9.053
H -1.999 -18.578 8.207
H -2.768 -17.119 7.835
C -6.702 -15.889 17.477
C -6.680 -15.197 16.058
O -8.058 -15.032 15.619
C -8.335 -14.488 14.351
O -9.437 -14.000 13.996
O -7.193 -14.615 13.605
C -7.115 -14.042 12.326
H -7.605 -15.531 17.972
H -5.711 -15.721 17.898
H -6.935 -16.953 17.516
H -6.015 -15.881 15.531
H -6.223 -14.214 16.177
H -8.063 -13.957 11.795
H -6.307 -14.495 11.751
H -6.854 -12.995 12.482
C -3.983 -5.872 13.676
O -4.739 -6.256 14.567
N -3.266 -4.733 13.680
N -3.739 -6.476 12.587
H -2.681 -4.279 12.993
H -3.399 -4.301 14.583
H -3.416 -5.816 11.893
H -4.242 -7.284 12.250
C -5.989 -7.852 10.206
O -5.559 -8.234 11.297
N -7.161 -7.379 9.807
N -5.439 -8.122 9.090
H -7.765 -6.917 10.471
H -7.611 -7.245 8.913
H -4.573 -8.640 9.069
H -6.036 -8.052 8.278
C -3.182 -11.145 12.705
O -2.194 -11.309 13.354
N -3.268 -10.273 11.812
N -4.212 -11.953 12.644
H -2.624 -9.525 12.025
H -4.030 -10.071 11.180
H -4.880 -11.860 11.892
H -4.161 -12.753 13.258
C -3.675 -13.920 15.852
O -3.916 -13.916 14.661
N -2.864 -14.766 16.502
N -4.207 -13.033 16.718
H -3.094 -14.863 17.480
H -2.516 -15.479 15.876
H -3.968 -13.194 17.686
H -4.752 -12.247 16.396
*
```

3.
7 unconnected molecules or ions with the total composition C22H23BCl18NO10P at a distorted geometry. Source: the OMol25 dataset; level of theory: wB97M-V/def2-TZVPD.

## Properties
E_tot, hartree: -10308.90553
Maximum force, eV Å⁻¹: 4.09
SMILES: CCOCC1=C(OCC)C(=O)c2c(cc(P(=O)(O)O)c(B(O)O)c2N=C=O)C1=O.ClC(Cl)Cl.ClC(Cl)Cl.ClC(Cl)Cl.ClC(Cl)Cl.ClC(Cl)Cl.ClC(Cl)Cl
HOMO, eV: -9.77

```
! wB97M-V def2-TZVPD RIJCOSX def2/J DEFGRID3
* xyz 0 1
C 5.131 0.795 2.238
C 3.908 -0.208 1.940
O 4.025 -0.675 0.591
C 2.853 -1.400 0.178
C 1.702 -0.358 -0.117
C 0.364 -0.542 0.228
O -0.012 -1.753 0.850
C -0.635 -2.576 -0.193
C 0.443 -3.379 -1.057
C -0.711 0.588 -0.070
O -1.882 0.372 -0.346
C -0.151 2.067 -0.010
C 1.274 2.262 -0.427
C 1.896 3.612 -0.424
C 1.104 4.833 0.019
P 2.035 6.444 0.020
O 2.888 6.520 1.253
O 1.094 7.789 -0.264
O 3.111 6.350 -1.292
C -0.321 4.620 0.438
B -1.232 5.862 0.960
O -1.603 6.067 2.308
O -1.685 6.751 -0.058
C -0.968 3.252 0.433
N -2.340 2.990 0.873
C -3.184 3.299 -0.030
O -4.044 3.886 -0.584
C 2.119 0.991 -0.846
O 3.036 1.081 -1.644
H 4.782 1.868 2.336
H 5.671 0.532 3.199
H 5.880 0.790 1.379
H 3.967 -1.022 2.737
H 2.969 0.398 2.148
H 3.078 -2.048 -0.727
H 2.511 -2.096 1.016
H -1.241 -1.957 -0.931
H -1.357 -3.294 0.293
H -0.158 -3.920 -1.861
H 1.167 -2.692 -1.579
H 0.942 -4.167 -0.419
H 2.975 3.735 -0.741
H 1.257 8.363 0.524
H 2.552 6.074 -2.055
H -1.537 5.209 2.776
H -2.045 7.525 0.421
Cl -4.968 -2.961 -3.104
C -3.692 -1.835 -3.591
Cl -2.108 -2.385 -3.018
Cl -3.675 -1.647 -5.349
H -3.902 -0.867 -3.145
Cl 6.770 -5.152 2.304
C 5.743 -3.968 1.485
Cl 4.397 -3.486 2.530
Cl 6.690 -2.559 0.997
H 5.334 -4.431 0.592
Cl -5.246 3.343 4.455
C -5.732 4.367 3.095
Cl -5.791 6.065 3.586
Cl -4.631 4.154 1.727
H -6.728 4.067 2.782
Cl -4.080 -1.187 2.678
C -4.590 -2.537 1.657
Cl -3.951 -2.354 0.019
Cl -4.072 -4.077 2.357
H -5.675 -2.534 1.603
Cl -5.979 -6.336 -6.243
C -4.704 -5.217 -6.741
Cl -3.128 -5.771 -6.162
Cl -4.691 -5.032 -8.499
H -4.908 -4.246 -6.297
Cl 3.866 -7.731 2.520
C 2.709 -7.292 1.260
Cl 1.057 -7.345 1.885
Cl 3.075 -5.687 0.611
H 2.792 -8.014 0.452
*
```

- maximum force of number 1 (C5H4N2)?
  1.03 eV Å⁻¹

- Look up the maximum force of the first one.
  1.03 eV Å⁻¹

- What is the formula in the second record?
  C36H80N8O28